(1)
{"formula": "C24H35F6NO10P", "method": "ωB97M-V with the def2-TZVPD basis set", "species": ["P", "F", "F", "F", "F", "F", "F", "O", "C", "O", "C", "C", "C", "H", "H", "H", "H", "H", "H", "O", "C", "O", "C", "C", "C", "H", "H", "H", "H", "H", "H", "O", "C", "O", "C", "C", "C", "H", "H", "H", "H", "H", "H", "O", "C", "O", "C", "C", "C", "H", "H", "H", "H", "H", "H", "O", "C", "O", "C", "C", "C", "H", "H", "H", "H", "H", "H", "N", "C", "C", "C", "C", "H", "H", "H", "H", "H"], "xyz": [[-1.3062, 1.5929, -0.3813], [-0.1942, 2.7511, -0.1645], [-2.0611, 2.4241, -1.5848], [-0.3045, 0.9137, -1.6004], [-2.3939, 0.4217, -0.4540], [-0.5518, 0.6436, 0.7100], [-2.2224, 2.3350, 0.7627], [-7.7878, -2.0572, -2.5761], [-6.8373, -1.4704, -2.0500], [-5.7087, -1.1641, -2.6830], [-4.7442, -0.6826, -1.8155], [-5.2646, -0.7358, -0.3514], [-6.7970, -1.0443, -0.5710], [-4.5706, 0.3820, -1.9726], [-3.9113, -1.3758, -1.9332], [-5.0080, 0.1168, 0.2773], [-4.8149, -1.6488, 0.0390], [-7.4877, -0.2010, -0.5658], [-7.2446, -1.7404, 0.1383], [0.5069, -5.3639, -1.8926], [0.1345, -4.4893, -1.1017], [0.5096, -3.2709, -1.3124], [-0.4278, -2.2536, -0.8297], [-0.8780, -2.9972, 0.4470], [-0.6581, -4.5325, 0.2027], [-1.2078, -2.0356, -1.5591], [-0.1251, -1.2464, -0.5432], [-1.9669, -2.9518, 0.4632], [-0.2639, -2.7262, 1.3058], [-1.6729, -4.8763, 0.0020], [-0.1827, -5.1406, 0.9723], [2.2039, -1.7519, -5.6466], [2.6628, -1.6015, -4.5105], [3.1867, -2.5369, -3.8491], [3.3451, -2.2370, -2.5101], [2.7564, -0.8515, -2.3703], [2.5776, -0.2923, -3.7602], [4.3977, -2.2174, -2.2275], [2.8038, -2.8414, -1.7823], [3.1896, -0.0621, -1.7562], [1.7501, -0.8334, -1.9518], [3.2844, 0.4146, -4.1947], [1.5535, 0.0756, -3.8233], [4.1339, -3.0247, 2.3752], [3.4087, -2.0431, 2.7324], [2.1809, -2.2927, 3.3276], [1.4183, -1.1174, 3.5810], [2.2009, -0.1317, 2.6617], [3.6371, -0.5957, 2.6055], [1.3914, -0.5764, 4.5269], [0.3990, -1.3538, 3.2756], [2.0908, 0.8443, 3.1342], [1.7514, 0.0379, 1.6833], [4.2286, -0.3175, 3.4777], [4.0535, -0.2674, 1.6532], [0.2085, 5.4622, 4.0380], [-0.2901, 4.3231, 4.1016], [-0.2641, 3.7158, 5.2317], [-1.0589, 2.6079, 5.0857], [-1.0773, 2.1540, 3.6201], [-0.9209, 3.6026, 2.9540], [-2.0705, 2.9808, 5.2458], [-0.8576, 1.7270, 5.6952], [-1.7968, 1.4493, 3.2030], [-0.1364, 1.6103, 3.5348], [-1.9196, 4.0366, 2.9059], [-0.2965, 3.6734, 2.0634], [2.1723, 2.5296, -1.9334], [3.3884, 2.7556, -1.3032], [4.2746, 3.4184, -2.1483], [3.5782, 3.5871, -3.3575], [2.3011, 3.0324, -3.2301], [1.4490, 1.9934, -1.4757], [3.4637, 2.5338, -0.2489], [5.2640, 3.8146, -1.9732], [3.9995, 4.1215, -4.1961], [1.4265, 2.8679, -3.8421]], "mulliken_charge": [1.468, -0.459, -0.452, -0.430, -0.250, -0.341, -0.350, -0.624, 0.388, -0.339, -0.073, -0.332, -0.434, 0.265, 0.177, 0.367, 0.041, 0.217, 0.307, -0.660, 0.473, -0.155, 0.712, 0.154, -0.628, -0.002, -0.608, 0.186, -0.128, 0.293, 0.308, -0.674, 0.367, -0.297, -0.273, 0.881, -0.253, 0.310, 0.134, 0.220, -0.760, 0.330, 0.069, -0.641, 0.420, -0.403, -0.397, 0.131, -0.319, 0.337, 0.314, 0.355, -0.341, 0.285, 0.263, -0.685, 0.396, -0.317, -0.671, -0.068, -0.048, 0.346, 0.422, 0.533, -0.290, 0.252, 0.082, 0.541, -0.646, -0.563, -0.616, -0.609, 0.035, 0.412, 0.447, 0.395, 0.503], "lumo_ev": 1.972, "multiplicity": 1, "total_energy_ev": -73021.16220, "homo_lumo_gap_ev": 8.082, "charge": -1}



(2)
{"formula": "C24H36BN6P2Pt", "method": "ωB97M-V with the def2-TZVPD basis set", "species": ["Pt", "C", "P", "C", "N", "C", "C", "C", "C", "C", "C", "N", "C", "P", "C", "C", "C", "C", "C", "C", "C", "C", "C", "H", "H", "H", "H", "H", "H", "H", "H", "H", "H", "H", "H", "H", "H", "H", "H", "H", "H", "H", "H", "H", "H", "H", "H", "H", "H", "H", "H", "B", "N", "C", "C", "C", "N", "N", "C", "C", "C", "N", "H", "H", "H", "H", "H", "H", "H", "H"], "xyz": [[0.1698, -0.5582, 1.1359], [2.4516, -0.6472, -1.5246], [1.7313, -1.6931, -0.2427], [0.7843, -2.9099, -1.2094], [1.4350, -3.6053, -2.1126], [0.7201, -4.4374, -2.8955], [1.3711, -5.2079, -3.8855], [0.6254, -6.0241, -4.6812], [-0.7887, -6.1204, -4.5257], [-1.4477, -5.3904, -3.5843], [-0.7064, -4.5240, -2.7476], [-1.3393, -3.7727, -1.8282], [-0.6038, -2.9993, -1.0623], [-1.4770, -1.9139, 0.0993], [-2.7254, -1.1370, -0.9323], [-2.3011, -2.8950, 1.4642], [-2.6393, -4.2883, 0.9377], [-3.5625, -2.1250, 1.8831], [-1.3324, -2.9807, 2.6441], [3.1226, -2.5208, 0.7078], [4.1298, -3.0253, -0.3298], [3.7637, -1.4476, 1.6017], [2.5382, -3.6583, 1.5402], [2.9770, -1.3312, -2.1936], [3.1467, 0.0855, -1.1123], [1.6784, -0.1256, -2.0791], [2.4447, -5.1326, -3.9905], [1.1085, -6.6130, -5.4495], [-1.3412, -6.7891, -5.1723], [-2.5197, -5.4562, -3.4579], [-3.3456, -1.9696, -1.2755], [-2.2628, -0.6478, -1.7883], [-3.3314, -0.4167, -0.3836], [-3.1998, -4.2695, 0.0048], [-3.2659, -4.7636, 1.6962], [-1.7510, -4.9038, 0.7975], [-4.3435, -2.1704, 1.1251], [-3.3578, -1.0774, 2.1202], [-3.9573, -2.5879, 2.7890], [-0.3857, -3.4494, 2.3552], [-1.7652, -3.6036, 3.4296], [-1.1588, -1.9969, 3.0879], [4.7031, -2.2129, -0.7741], [3.6775, -3.6249, -1.1160], [4.8240, -3.6653, 0.2209], [4.0817, -0.5716, 1.0329], [4.6579, -1.8673, 2.0650], [3.0966, -1.1216, 2.4012], [2.1386, -4.4615, 0.9191], [1.7576, -3.3113, 2.2200], [3.3354, -4.0791, 2.1548], [-0.1307, 2.7078, 2.6658], [0.3798, 1.4482, 3.4245], [0.7533, 1.4113, 4.6874], [1.1639, 0.1034, 5.0258], [1.0070, -0.6210, 3.8869], [0.5234, 0.2133, 2.8966], [-0.1484, 2.4100, 1.1244], [-0.2804, 3.3505, 0.2055], [-0.3079, 2.7833, -1.0807], [-0.1768, 1.4447, -0.8775], [-0.0844, 1.2212, 0.4748], [-1.2265, 3.0185, 3.0416], [0.5811, 3.6415, 2.8860], [0.7100, 2.3041, 5.2936], [1.5245, -0.2451, 5.9789], [1.2123, -1.6632, 3.7027], [-0.3657, 4.3832, 0.5097], [-0.4083, 3.2982, -2.0212], [-0.1831, 0.6312, -1.5811]], "mulliken_charge": [1.452, -1.425, 0.282, -0.528, -0.005, 0.393, -0.591, -0.587, -0.618, -0.566, 0.360, -0.173, -0.086, 0.529, -1.602, 1.992, -1.812, -1.801, -2.069, 1.621, -1.674, -1.620, -1.369, 0.530, 0.417, 0.404, 0.508, 0.449, 0.447, 0.517, 0.481, 0.500, 0.453, 0.429, 0.513, 0.400, 0.438, 0.369, 0.502, 0.350, 0.572, 0.527, 0.406, 0.365, 0.533, 0.371, 0.511, 0.342, 0.348, 0.102, 0.563, 0.048, -0.078, -0.152, -1.057, -0.163, 0.429, -0.016, -0.158, -1.261, -0.253, 0.363, -0.006, 0.004, 0.485, 0.502, 0.442, 0.483, 0.486, 0.453], "lumo_ev": -12.480, "multiplicity": 1, "total_energy_ev": -56886.38959, "homo_lumo_gap_ev": 4.651, "relative_energy_kcal_mol": 20.6, "charge": 3}



(3)
{"formula": "C24H36Br30N2O3", "method": "ωB97M-V with the def2-TZVPD basis set", "species": ["C", "C", "C", "C", "N", "C", "C", "C", "O", "N", "C", "C", "C", "C", "C", "O", "C", "C", "O", "H", "H", "H", "H", "H", "H", "H", "H", "H", "H", "H", "H", "H", "H", "H", "H", "H", "H", "H", "H", "H", "H", "H", "H", "H", "H", "C", "Br", "Br", "Br", "H", "C", "Br", "Br", "Br", "H", "C", "Br", "Br", "Br", "H", "C", "Br", "Br", "Br", "H", "C", "Br", "Br", "Br", "H", "C", "Br", "Br", "Br", "H", "C", "Br", "Br", "Br", "H", "C", "Br", "Br", "Br", "H", "C", "Br", "Br", "Br", "H", "C", "Br", "Br", "Br", "H"], "xyz": [[-5.8394, 0.9566, -1.7321], [-5.2527, -0.2894, -2.4688], [-3.7184, -0.3964, -2.1496], [-3.4188, -1.5798, -1.2001], [-2.1323, -1.5322, -0.5148], [-1.0105, -1.3691, -1.3907], [-0.4014, -2.6288, -2.0470], [0.8499, -1.9309, -2.6609], [1.3592, -2.1346, -3.6646], [1.2452, -0.9765, -1.6932], [0.2591, -0.9375, -0.6027], [0.1671, 0.3698, 0.2106], [-0.2687, 1.5963, -0.6476], [0.9629, 2.4874, -1.0342], [0.8412, 3.0768, -2.4667], [2.1195, 2.9952, -3.1231], [2.2872, 1.8054, -3.7540], [1.5006, 1.4019, -5.0059], [3.0421, 1.0640, -3.3292], [-5.1111, 1.4327, -1.0632], [-6.7769, 0.7378, -1.1795], [-6.0937, 1.7022, -2.4990], [-5.7542, -1.2248, -2.1743], [-5.3999, -0.1913, -3.5535], [-3.2312, -0.5779, -3.1271], [-3.2982, 0.5619, -1.8053], [-3.5422, -2.5600, -1.6790], [-4.1881, -1.5396, -0.4064], [-2.1271, -0.8795, 0.2496], [-1.0319, -0.6024, -2.1851], [-1.1233, -3.0435, -2.7600], [0.0398, -3.3426, -1.3362], [2.2161, -0.9972, -1.4235], [0.5713, -1.6962, 0.1414], [1.1337, 0.6180, 0.6690], [-0.5892, 0.2468, 1.0000], [-0.9329, 2.2116, -0.0176], [-0.8512, 1.3035, -1.5340], [1.0457, 3.3341, -0.3364], [1.8840, 1.9045, -0.9110], [0.0422, 2.5861, -3.0355], [0.5768, 4.1371, -2.3700], [0.4606, 1.7466, -4.8744], [1.4935, 0.3137, -5.0859], [1.8896, 1.9036, -5.8983], [7.9065, -0.7092, -0.6054], [7.3995, -1.7533, -2.1311], [6.5314, -0.7162, 0.7574], [9.6217, -1.2626, 0.1065], [8.0160, 0.3128, -0.9400], [10.9661, -5.1324, 0.1911], [10.4465, -6.1840, -1.3422], [9.5995, -5.1258, 1.5521], [12.6761, -5.6887, 0.8956], [11.0794, -4.1125, -0.1486], [-9.5600, 2.5583, -1.7734], [-8.3453, 2.6068, -0.2748], [-8.8182, 3.4360, -3.3226], [-10.1304, 0.7569, -2.1696], [-10.4412, 3.1140, -1.4880], [7.2822, -3.6158, 4.8160], [6.6217, -5.2150, 3.9591], [8.1091, -4.0019, 6.5169], [8.4553, -2.6199, 3.6558], [6.4258, -2.9846, 5.0159], [0.8258, -3.1817, 3.6887], [1.9417, -1.7110, 4.2683], [-0.4108, -2.6878, 2.2836], [1.8630, -4.7422, 3.2299], [0.2156, -3.4455, 4.5410], [-9.7339, 7.4509, -4.6423], [-10.7300, 6.3266, -5.8532], [-10.5288, 7.4919, -2.8841], [-7.8722, 6.9480, -4.5711], [-9.7765, 8.4565, -5.0340], [2.4695, -3.7760, 7.9737], [2.7719, -5.2199, 9.2170], [3.9091, -3.6186, 6.6977], [0.7501, -3.9283, 7.1082], [2.4542, -2.8608, 8.5483], [-4.1588, 4.5442, -3.8050], [-5.1477, 3.4180, -5.0222], [-4.9709, 4.6009, -2.0560], [-2.2980, 4.0406, -3.7147], [-4.1960, 5.5482, -4.2021], [-1.8665, -0.5039, 6.1368], [-0.9419, -0.5022, 7.8305], [-0.8275, 0.3559, 4.7585], [-2.4118, -2.2834, 5.6173], [-2.7669, 0.0782, 6.2672], [4.8031, 1.1881, 5.4017], [4.9079, -0.2653, 6.6678], [5.5082, 0.6459, 3.6945], [3.0257, 1.9365, 5.2926], [5.4567, 1.9701, 5.7602]], "mulliken_charge": [-0.465, -0.864, 0.192, -1.197, 0.006, -0.098, -0.670, 0.079, -0.551, 0.236, -0.474, -1.206, -0.062, -0.852, -0.041, -0.473, 0.640, -0.824, -0.438, 0.353, 0.108, 0.025, 0.448, 0.357, 0.232, 0.093, 0.212, 0.516, 0.423, 0.112, 0.426, 0.266, 0.347, -0.021, 0.807, 0.200, 0.453, -0.052, 0.348, 0.453, -0.315, 0.386, 0.181, 0.271, 0.334, -0.380, -0.007, 0.045, -0.072, 0.371, -0.210, -0.016, 0.101, -0.018, 0.157, -0.376, -0.055, 0.084, -0.023, 0.379, 0.054, 0.003, -0.010, 0.020, -0.095, 0.099, 0.290, 0.023, -0.018, -0.205, -0.367, -0.003, -0.003, 0.020, 0.344, -0.358, -0.030, 0.022, 0.058, 0.340, -0.328, -0.043, -0.005, 0.041, 0.371, -0.356, -0.021, 0.000, -0.070, 0.381, -0.410, -0.007, 0.046, -0.024, 0.362], "lumo_ev": -0.357, "multiplicity": 1, "total_energy_ev": -2135864.99072, "homo_lumo_gap_ev": 8.564, "charge": 0}



Q: Which of these has the lowest charge?
A: C24H35F6NO10P



Q: Which value of charge does entry 3 give?
A: 0



Q: What is the charge in the second record?
A: +3